[1]
DFT (the ωB97M-V functional and the def2-TZVPD basis) results for a gas-phase ion, C11H22N3O (charge +1) at a distorted geometry.

Spin multiplicity: 1
LUMO level (eV): -3.0
Net charge: +1
Orbital gap (eV): 9.74
SMILES: CCCCC(NC(=[NH2+])N(C)CO)=C1CC1

Geometry as XYZ:
```
37
Properties=species:S:1:pos:R:3:forces:R:3
C 2.0430 0.8158 -1.0060 1.006 0.085 4.319
C 0.0469 -2.6975 0.0606 -1.152 -2.623 1.209
C 1.0062 -2.3248 -1.0480 -1.071 1.382 2.812
C 0.2853 -1.2848 -0.1996 0.594 -2.159 -0.556
C 2.4485 0.4526 1.5400 -3.546 -0.518 -1.941
C 0.0167 -0.0236 -0.0242 -3.013 0.245 1.173
C -4.9556 0.7361 -0.3716 1.247 -1.969 1.626
C 4.2455 0.2857 -0.2213 -1.835 -1.602 -0.318
C -1.2851 0.4763 0.8219 2.621 -1.333 -1.301
C -3.5756 1.0929 0.1740 0.263 0.166 -3.709
C -2.6561 -0.0747 0.3994 0.463 0.299 -1.003
N 2.8248 0.5265 0.0891 0.105 0.499 -2.991
N 0.7368 0.9325 -0.8004 1.007 -1.288 1.892
N 2.6826 1.2056 -2.1008 2.466 2.648 -0.556
O 3.5706 0.3684 2.2745 -0.463 -1.574 0.610
H -0.8710 -3.2914 -0.1763 0.274 1.394 -0.709
H 0.3072 -3.3612 0.9313 0.856 1.668 -0.316
H 2.0293 -2.5000 -0.9855 1.609 -0.286 0.323
H 0.5614 -2.4715 -1.9478 -0.876 -0.224 -2.862
H 1.7385 -0.4391 1.6799 1.343 1.150 0.002
H 1.8165 1.3816 1.6259 0.580 -0.722 0.769
H -4.9118 0.0588 -1.2212 0.227 0.277 -0.309
H -5.5198 1.5798 -0.5608 -1.230 1.670 -0.579
H -5.4324 0.1505 0.3928 -0.770 -0.228 0.434
H 4.2301 -0.7142 -0.6825 0.868 0.459 -0.064
H 4.6859 1.0403 -0.8123 0.503 0.587 -0.634
H 4.6575 0.2742 0.7312 1.520 -0.387 1.062
H -1.1102 0.0664 1.7862 0.379 0.055 1.146
H -1.1706 1.5506 0.8596 -0.514 0.324 0.057
H -3.5257 1.8602 0.9036 -0.375 0.350 1.201
H -3.1263 1.5871 -0.7176 0.158 0.200 0.446
H -3.0557 -0.7284 1.1413 -0.124 -0.537 0.773
H -2.5944 -0.6941 -0.5269 0.042 0.519 0.513
H 0.2579 1.1594 -1.5771 -2.128 1.557 -3.258
H 3.3566 2.0177 -1.9142 -1.034 -1.989 -0.375
H 2.3966 1.2601 -3.0552 -1.101 -0.379 -0.141
H 3.7213 1.2331 2.5501 1.102 2.283 1.258
```
Positions in Å, forces in eV/Å.


[2]
DFT (the ωB97M-V functional and the def2-TZVPD basis) results for a gas-phase ion, C3H8N3S (charge +1) at a distorted geometry.

Spin multiplicity: 1
LUMO level (alpha / beta) (eV): -5.9 / -7.5
Net charge: +1
Orbital gap (alpha / beta) (eV): 7.96 / 4.61
SMILES: C[NH+]=C=[NH+]CN[S-]

Geometry as XYZ:
```
15
Properties=species:S:1:pos:R:3:forces:R:3
C 0.3504 -0.1295 0.1432 -1.922 -0.052 -0.191
C -1.7286 1.0164 0.3447 0.093 2.400 1.728
C 2.3373 -1.4175 -0.2074 3.905 2.202 2.667
N -0.3036 1.0219 0.0661 0.028 1.997 -0.223
N -2.4186 -0.0689 -0.3071 0.147 -0.216 0.741
N 1.6157 -0.1978 0.1043 1.038 3.679 0.184
S -3.7827 -0.7460 0.1476 0.085 0.285 0.058
H -1.9914 0.9933 1.4526 0.466 -0.225 -1.320
H -2.0141 2.0485 0.0160 -0.651 -0.927 -0.081
H 2.3600 -2.0565 0.6654 -0.452 -0.386 -0.042
H 3.4433 -1.0992 -0.2988 -1.773 -0.689 -0.432
H 1.9285 -1.8034 -1.0534 -0.736 -1.493 -2.324
H 0.1411 2.0437 -0.1197 -1.031 -3.061 0.577
H -1.9405 -0.4569 -1.0834 0.574 -0.324 -1.160
H 2.0032 0.8518 0.1298 0.228 -3.189 -0.182
```
Positions in Å, forces in eV/Å.


[3]
DFT (the ωB97M-V functional and the def2-TZVPD basis) results for 10 unconnected molecules or ions with the total composition C23H50ClN2O36PS9 at a distorted geometry.

Spin multiplicity: 1
LUMO level (eV): -0.1
Orbital gap (eV): 7.59
SMILES: O=S1(=O)OCCO1.O=S1(=O)OCCO1.O=S1(=O)OCCO1.O=S1(=O)OCCO1.O=S1(=O)OCCO1.O=S1(=O)OCCO1.O=S1(=O)OCCO1.O=S1(=O)OCCO1.O=S1(=O)OCCO1.CCCCNP(Cl)CN

Geometry as XYZ:
```
122
Properties=species:S:1:pos:R:3:forces:R:3
C 0.0937 -2.2446 6.0925 -0.544 0.459 -0.038
C -0.9317 -1.3962 5.2605 -0.355 -1.554 0.594
C -2.0807 -2.3649 4.8227 0.346 1.314 0.045
C -3.1134 -1.5333 4.0189 0.551 -0.422 0.158
N -4.2291 -2.2982 3.4040 -0.604 -0.258 -0.288
P -4.7426 -3.6720 4.3306 1.340 -0.760 1.060
Cl -5.9246 -4.9252 3.0850 -0.352 1.056 0.060
C -5.8645 -2.9985 5.7053 0.223 0.342 -0.135
N -5.7523 -1.5454 5.8552 -0.236 0.077 -0.205
H 0.2524 -1.8086 7.0905 0.268 -0.005 -0.408
H 1.0434 -2.3606 5.5562 -0.209 -0.046 0.295
H -0.3532 -3.2317 6.2850 0.368 0.156 -0.167
H -1.4179 -0.6619 5.9221 0.385 0.121 -0.375
H -0.4697 -0.9334 4.3848 -0.129 0.094 0.311
H -1.6961 -3.2074 4.2296 -0.089 0.242 0.133
H -2.4781 -2.7661 5.7711 -0.163 -0.039 -0.433
H -2.5624 -1.0863 3.1793 -0.248 -0.031 0.249
H -3.4633 -0.6935 4.6377 -0.245 -0.382 -0.209
H -3.8402 -2.6918 2.5451 -0.306 0.053 0.036
H -6.8933 -3.3467 5.5452 0.205 0.293 0.063
H -5.4586 -3.4770 6.6168 -0.285 -0.339 -0.477
H -4.8668 -1.3293 6.3018 -0.217 0.091 -0.013
H -6.4894 -1.1530 6.4349 0.114 -0.233 0.003
C -0.8029 -1.5672 -1.2709 -0.387 -0.245 -0.583
C -1.9290 -0.8528 -0.5574 0.289 0.601 -0.041
O -2.2497 -1.7096 0.5525 0.233 -0.511 0.008
S -0.9143 -2.4515 1.0523 0.039 0.367 -1.007
O -0.3893 -1.7354 2.1604 0.165 -0.249 0.157
O -1.1741 -3.8448 1.1035 -0.098 -0.011 0.410
O 0.0016 -2.1352 -0.2240 -0.281 0.202 0.567
H -1.1791 -2.3832 -1.8918 0.048 0.039 -0.034
H -0.2083 -0.8933 -1.8819 0.194 -0.067 0.191
H -2.7974 -0.7033 -1.1925 -0.090 -0.172 0.151
H -1.6014 0.1103 -0.1603 -0.027 0.005 -0.058
C 1.3546 2.1221 -4.3755 0.388 0.047 -0.425
C 0.3225 3.1463 -4.7924 0.112 0.324 0.491
O -0.8581 2.3778 -5.0754 0.106 -0.499 0.031
S -0.9020 1.0990 -4.1075 0.645 0.566 -0.273
O -1.7413 1.3949 -2.9969 -0.090 -0.391 0.079
O -1.0785 -0.0622 -4.9004 -0.363 -0.057 0.124
O 0.6204 1.1551 -3.6048 -0.585 0.207 0.082
H 1.7823 1.6138 -5.2427 -0.025 0.004 0.010
H 2.1566 2.5579 -3.7804 -0.368 -0.382 -0.034
H 0.6278 3.7139 -5.6676 -0.196 -0.151 -0.123
H 0.0919 3.8344 -3.9750 0.036 0.005 -0.019
C 3.7871 4.9778 -0.1049 -0.243 0.387 0.171
C 2.5487 4.1288 -0.2894 0.220 -0.504 0.355
O 2.1155 4.4026 -1.6262 0.260 0.494 -0.179
S 3.4014 4.7010 -2.5503 0.134 -0.207 0.739
O 3.7518 3.5103 -3.2396 -1.657 0.418 0.183
O 3.1945 5.9342 -3.2195 -0.080 -0.138 -0.267
O 4.4657 4.9206 -1.3656 -0.337 -0.291 -0.197
H 3.5277 6.0200 0.0966 -0.014 -0.026 0.025
H 4.4297 4.6055 0.6895 0.155 -0.063 -0.204
H 1.7670 4.3725 0.4236 -0.131 0.033 -0.216
H 2.7841 3.0639 -0.2207 0.006 0.025 0.052
C -6.6260 -7.0891 -0.2366 -0.201 -0.155 0.471
C -5.2619 -6.8395 0.3686 0.060 0.560 -0.102
O -4.4823 -7.9827 -0.0093 -0.403 -0.415 -0.239
S -4.9710 -8.5054 -1.4433 -0.278 0.530 0.591
O -4.1006 -7.9677 -2.4304 -0.056 -0.298 -0.286
O -5.2483 -9.8913 -1.3505 0.246 -0.082 -0.189
O -6.3558 -7.6947 -1.5085 0.473 0.013 -0.070
H -7.2056 -7.7940 0.3635 0.014 0.019 -0.004
H -7.1955 -6.1720 -0.3660 0.051 -0.046 -0.243
H -5.2953 -6.7381 1.4493 0.187 -0.277 -0.098
H -4.7932 -5.9520 -0.0632 -0.035 0.023 0.059
C -2.2399 6.8973 2.2228 0.237 0.103 0.465
C -1.3132 7.7174 1.3492 -0.400 0.302 -0.267
O -0.4072 6.7617 0.7873 -0.040 -0.418 0.376
S -1.1731 5.3616 0.5775 -0.300 0.541 0.139
O -1.5999 5.2806 -0.7692 0.022 -0.310 -0.018
O -0.4080 4.3400 1.1987 0.115 -0.049 -0.170
O -2.4532 5.6825 1.4958 0.238 0.132 -0.384
H -1.7692 6.6470 3.1762 -0.007 0.039 -0.009
H -3.1868 7.3991 2.4078 -0.086 -0.184 -0.150
H -0.7712 8.4741 1.9108 0.208 -0.160 -0.051
H -1.8566 8.1931 0.5295 -0.015 0.020 0.050
C 9.0321 4.4022 -4.8697 0.161 0.135 -0.526
C 8.0160 5.4466 -5.2813 0.060 0.275 0.485
O 6.8236 4.7030 -5.5613 0.149 -0.482 -0.050
S 6.7563 3.4204 -4.5925 0.520 0.508 0.011
O 5.9217 3.7285 -3.4880 1.879 -0.181 -0.346
O 6.5537 2.2659 -5.3910 -0.231 -0.032 0.058
O 8.2893 3.4494 -4.0991 -0.419 0.198 0.010
H 9.4474 3.8895 -5.7381 0.042 0.049 0.028
H 9.8405 4.8190 -4.2783 -0.089 -0.156 0.145
H 8.3297 6.0108 -6.1560 -0.202 -0.143 -0.124
H 7.8003 6.1374 -4.4622 0.041 0.013 -0.023
C -1.0646 -7.4618 -3.2340 -0.584 0.029 0.128
C -1.0617 -7.6657 -4.7324 0.375 -0.435 -0.008
O -0.8524 -6.3553 -5.2741 -0.072 0.324 0.414
S 0.0789 -5.5078 -4.2720 -0.286 -0.613 0.105
O 1.4183 -5.5691 -4.7351 0.061 0.254 0.085
O -0.5689 -4.2773 -3.9923 0.132 0.163 -0.129
O -0.0560 -6.4690 -2.9936 0.269 0.040 -0.505
H -2.0201 -7.0684 -2.8911 0.013 -0.064 -0.010
H -0.8337 -8.3748 -2.6902 0.195 0.129 0.060
H -1.9950 -8.0877 -5.0964 -0.050 0.265 -0.078
H -0.2290 -8.2999 -5.0471 -0.033 -0.019 0.017
C -7.1510 2.4571 6.0493 -0.305 -0.220 -0.443
C -8.3077 3.1408 6.7489 0.250 0.493 0.051
O -8.6740 2.2444 7.8033 0.240 -0.449 -0.171
S -7.3618 1.4792 8.3319 -0.102 0.436 -0.484
O -6.8844 2.1459 9.4868 0.114 -0.258 0.128
O -7.6171 0.0837 8.3049 -0.013 -0.025 0.210
O -6.3939 1.8493 7.1012 -0.203 0.178 0.390
H -7.5003 1.6680 5.3797 0.010 0.034 -0.015
H -6.5319 3.1557 5.4914 0.170 -0.066 0.177
H -9.1513 3.3160 6.0860 -0.116 -0.196 0.151
H -7.9974 4.0866 7.1998 0.000 0.003 -0.056
C 11.6627 -0.3258 -4.5073 0.261 -0.432 0.211
C 11.0678 0.1597 -3.2022 -0.595 0.000 -0.176
O 11.8768 1.2835 -2.8325 0.419 -0.038 -0.337
S 12.3855 2.0320 -4.1596 -0.255 -0.667 0.139
O 11.5224 3.1305 -4.4165 0.324 0.103 -0.116
O 13.7916 2.1759 -4.0844 -0.003 0.279 0.057
O 12.0316 0.8674 -5.2086 -0.214 0.366 0.282
H 12.5660 -0.9161 -4.3384 -0.029 -0.003 0.011
H 10.9552 -0.9071 -5.0937 0.008 0.212 -0.151
H 11.0901 -0.5997 -2.4248 0.195 0.167 0.109
H 10.0418 0.5099 -3.3389 0.005 -0.053 -0.010
```
Positions in Å, forces in eV/Å.


[4]
DFT (the ωB97M-V functional and the def2-TZVPD basis) results for 3 unconnected molecules or ions with the total composition C4H6O2 at a distorted geometry.

Spin multiplicity: 1
LUMO level (eV): -0.6
Orbital gap (eV): 8.70

Geometry as XYZ:
```
12
Properties=species:S:1:pos:R:3:forces:R:3
O 2.0470 -0.5360 0.2674 -1.197 2.157 2.971
C 0.8317 -0.4964 -0.2606 -1.020 -0.263 -1.443
C -0.4327 -0.5575 0.5643 1.552 0.987 1.997
C -1.2306 0.3525 -0.3320 -0.015 0.645 -0.002
C 0.1252 0.7064 -1.0424 0.351 0.108 -0.073
O 0.4684 1.5864 -1.7747 -0.310 -0.725 0.591
H 1.5731 0.2130 1.3720 0.804 -1.945 -2.211
H 0.6661 -1.3100 -1.0003 0.264 -0.135 -0.031
H -0.8128 -1.3908 1.1545 0.149 0.121 -0.222
H 0.4236 0.2524 1.7973 -0.931 -0.795 -1.708
H -1.5929 1.2620 0.1578 -0.064 -0.178 -0.031
H -2.0662 -0.0819 -0.9034 0.416 0.022 0.161
```
Positions in Å, forces in eV/Å.


E readings, ordered: -671.46764 -681.15276 -8109.53373 -306.29839 Ha
ΔE to the lowest compared entry with this formula, charge and spin readings, ordered: 243.5 424.0 0.0 545.8 kJ/mol